Formula: C41H47N5OPdS5SbTe
Source: the OMol25 dataset
Level of theory: ωB97M-V/def2-TZVPD

HOMO-LUMO gap (spin up / spin down), eV: 3.494 / 3.574
LUMO (spin up / spin down), eV: 2.8 / 2.8

```
! RIJCOSX wB97M-V def2-TZVPD def2/J DEFGRID3
* xyz -2 2
H 4.00710 -2.05752 -0.30764
H -3.03960 4.13418 0.58726
C -4.71060 -0.61262 -2.15144
H -0.28140 -6.18832 -0.49984
H 0.77730 -7.45712 5.15486
H -2.55200 4.02548 -1.12364
H 4.75490 4.56848 -0.50294
H 4.49460 -3.35382 -2.77554
H -0.97490 -2.63692 -3.26094
S -3.25600 2.98178 2.98906
H 5.31900 2.46538 -4.86394
H -1.38780 4.33358 2.28496
C -0.62480 6.17538 1.38776
N -1.00380 6.55108 0.03256
C -0.95650 -2.15392 -2.28364
H -1.39430 -2.38202 4.20176
C 2.99800 -2.10872 -0.69444
N -0.98490 4.01398 0.26386
C 4.84930 4.76388 -2.63504
H 5.48610 1.03338 -2.83334
H -0.28170 -8.29062 4.01256
H 0.34300 4.26848 1.85276
C 4.90020 4.06898 -1.45034
H -1.28970 -1.12102 -2.40274
C -0.35370 -2.70292 4.25546
C 5.31070 2.09658 -2.75584
H 0.22280 -5.14752 5.17266
H 0.25390 -1.88742 3.86416
C 2.21560 -1.85512 1.64286
C -4.11690 -0.75802 -0.90374
C 2.57130 1.12068 -0.90504
H -0.19850 3.91568 -1.67774
H 0.28250 -7.20842 1.45116
H -4.08220 -1.89142 0.91846
H 0.47330 -4.59602 -0.65134
C -5.71900 -1.47252 -2.54644
H 1.00010 4.12358 -0.38574
H 0.92210 6.42178 -0.71854
C -0.30430 -5.16052 -0.13964
C 1.51310 -2.25642 -2.53924
C 2.75700 1.86728 1.37976
H 0.37170 6.58448 1.57946
S 5.12950 1.68638 -0.02934
Sb -5.40300 2.27188 0.35746
H -6.18220 -1.34072 -3.51404
S -2.15300 1.37728 2.74326
C -2.33360 6.02178 -0.24444
H 3.68590 -2.39082 -4.01524
S -6.63760 0.50678 1.20336
N 0.61360 1.36378 0.44706
H 3.24610 -1.53762 1.79946
C -0.64000 4.63878 1.54586
H -0.09320 -2.87182 5.29986
H 4.68240 5.83648 -2.64234
C 3.99130 -2.40662 -2.97214
C -0.28120 -3.91442 2.05116
C 0.57850 -7.62442 4.09866
H 0.87930 1.93438 2.41366
H 1.43900 -8.12592 3.65576
H -0.37470 6.24128 -1.91284
O -3.30760 1.48838 -0.53484
C 0.13550 -5.14202 4.09326
C -2.31520 4.48308 -0.15534
H 3.35370 2.16518 2.23056
H -1.33390 6.64358 2.07526
H -3.02780 6.44448 0.48626
Te -1.03360 -2.06802 1.04936
C -5.52930 -2.64562 -0.46764
C -6.13450 -2.48902 -1.70354
C 2.81060 -2.25142 -2.05934
H 3.01290 0.84898 -1.85084
C 3.38880 1.52708 0.16656
C 1.21980 1.06678 -0.73384
H 1.34600 -2.33262 -3.60684
H 2.05410 -2.79482 2.17346
C 1.39870 1.74958 1.47796
C -0.12270 -5.11152 1.34746
H -1.67410 -2.63862 -1.61804
C 0.30180 -6.32592 3.39526
H -4.38770 0.18068 -2.81004
C 0.41720 -2.17032 -1.68624
C -4.52540 -1.78462 -0.06274
H -5.85380 -3.42862 0.20346
C -0.15710 -3.95062 3.44296
H -1.26110 -4.71272 -0.40974
H -6.93070 -3.15882 -2.00384
H 1.54440 -1.10302 2.06186
N -1.86540 -0.15502 -0.20434
N 5.00800 4.21178 -3.84474
S -6.30470 2.59668 -1.77794
H 4.71180 -1.60852 -2.80564
H 0.56700 0.71928 -1.53534
C 0.62020 -2.08352 -0.30744
C 0.17190 -6.29052 2.01666
C 0.00860 4.43138 -0.73294
C -3.05370 0.18928 -0.50884
C 1.92800 -2.02142 0.18316
C -0.05500 5.96778 -0.90494
C 5.16280 2.69288 -1.49424
C 5.21710 2.89158 -3.87184
Pd -1.33210 1.72748 0.22036
H -2.63110 6.35948 -1.24014
*
```

Formula: C10H16
Source: the OMol25 dataset
Level of theory: ωB97M-V/def2-TZVPD

ΔE to the lowest compared entry with this formula, charge and spin, eV: 0.216
HOMO-LUMO gap (spin up / spin down), eV: 2.924 / 7.080
LUMO (spin up / spin down), eV: 3.9 / 3.7

```
! RIJCOSX wB97M-V def2-TZVPD def2/J DEFGRID3
* xyz -1 2
H -3.50019 -0.05745 -0.90714
H 2.18457 2.59314 -1.22777
C -2.68566 -0.72376 -0.65490
H -2.27839 -0.83086 1.50235
H 1.80868 -2.76294 1.53528
H 0.45869 2.16899 -1.15699
C 1.75816 0.56005 -0.53521
C 1.76084 -1.89517 -0.41788
C 2.01445 -0.54030 1.61101
C 1.46995 1.77825 -1.37552
H -2.01823 -0.70683 -1.52437
C 1.66468 -0.73200 -1.17237
H 2.12943 -0.42271 2.67159
C -1.93673 -0.29247 0.61689
C 1.86105 -1.83335 0.97880
H 1.46717 1.54706 -2.44164
C -2.29198 1.20000 0.84604
H -2.12598 1.75010 -0.07627
H 1.91638 1.56219 1.37342
C 1.89745 0.60968 0.84480
H -3.33531 1.25527 1.15775
H 1.74699 -2.86494 -0.90050
H 1.54954 -0.80375 -2.24838
H -2.99349 -1.76663 -0.62285
H -1.65906 1.65225 1.61087
H -0.86303 -0.44383 0.51299
*
```

Formula: C30H32BrN8NaO
Source: the OMol25 dataset
Level of theory: ωB97M-V/def2-TZVPD

HOMO-LUMO gap, eV: 5.675
LUMO, eV: -0.4

```
! RIJCOSX wB97M-V def2-TZVPD def2/J DEFGRID3
* xyz 0 1
N 2.63645 -2.50885 3.33294
N -0.31622 1.52982 -1.39427
H 4.19365 -1.85422 4.52804
H -0.27978 1.42114 5.88904
C -1.85825 -2.20006 -2.20024
C 2.16093 1.23849 -2.74924
N 1.64073 0.02787 3.65796
H -2.46043 -2.13029 -0.15247
C -0.48914 0.95133 3.07631
H 0.90918 0.17793 6.26696
C -1.77721 1.07632 3.49417
C 0.09122 0.46800 5.55812
H 1.48108 -1.50686 -2.91486
C -1.88082 -1.65323 -0.92385
H 3.35249 -1.73570 -0.10236
C -2.62375 1.10608 -4.26277
H 3.03609 -4.42767 2.69510
H 0.07195 3.90427 -1.21455
C 1.66193 -2.19134 -0.96135
H 1.33129 -3.45033 1.19471
N 2.45608 -1.98841 0.29347
C -0.73912 0.20132 -1.59761
C -2.37581 2.02362 1.36951
H -0.79985 4.13003 0.36654
H 1.88723 -1.95548 2.84837
H -1.92356 0.76387 4.51672
C 1.29721 1.16775 -3.87797
H 3.15361 -1.77779 -2.54241
Na 1.97239 0.41685 1.18633
C 0.06463 0.58689 -3.97660
C 2.46377 -3.30008 0.98199
O 3.05443 0.37246 -0.72957
H -1.08799 -1.91024 -4.24037
C -2.39765 2.16398 -3.40906
H -2.43599 -3.05359 -2.45354
H 0.58764 -2.03012 -0.70719
H 4.23714 -3.37443 2.27840
H 2.77799 -4.15803 0.30945
H -0.74933 -0.16878 5.55547
C -4.43631 1.71289 -2.29770
C -3.32558 2.50741 -2.39098
H -3.76257 1.70745 3.04773
C 3.16222 -3.36203 2.30218
H -3.15905 3.41588 -1.73739
C -4.71020 0.70004 -3.14407
C -0.56688 2.13093 -0.31352
C -1.18685 -1.49999 -3.18979
N -1.76664 0.80928 -5.37604
C 3.51793 -1.46213 3.77279
Br -5.65544 2.25298 -0.85345
H 1.70928 -3.24066 -1.23153
H -5.69086 0.16806 -3.10260
N -0.14774 1.17091 1.83887
N -1.37645 -0.49772 -0.63980
H 0.94319 3.47998 0.16095
C 2.66696 -0.52697 4.57650
H 1.43659 1.81771 -4.71776
C -3.82653 0.44374 -4.17992
H 3.26335 0.26085 5.02315
C -1.08826 1.66319 0.99031
C 2.20438 -1.33063 -2.12056
C 0.48524 0.41255 4.08877
H 2.11587 -1.20058 5.30809
C 2.44327 0.20269 -1.83294
H -4.01486 -0.35615 -4.86378
N -0.53219 0.72854 -5.19637
H 2.59321 2.14129 -2.71605
C -0.06562 3.51529 -0.19876
H -1.52799 2.83989 -3.59942
H -2.91146 2.65674 0.69129
C -2.73577 1.59353 2.65470
H 4.22235 -0.93596 3.14319
C -0.60080 -0.27153 -2.88541
*
```

Formula: C3H8N4
Source: the OMol25 dataset
Level of theory: ωB97M-V/def2-TZVPD

ΔE to the lowest compared entry with this formula, charge and spin, eV: 5.800
HOMO-LUMO gap (spin up / spin down), eV: 8.093 / 8.088
LUMO (spin up / spin down), eV: 0.9 / 0.8

```
! RIJCOSX wB97M-V def2-TZVPD def2/J DEFGRID3
* xyz 0 1
H -0.63737 -1.94530 0.34432
N -1.47804 -1.40984 0.54150
H -2.79668 0.99830 -1.00521
H -1.37920 2.51739 0.35933
H 1.83387 -1.42436 -0.06922
H 1.82308 -0.47423 -1.49406
C 1.66761 -0.43636 -0.45251
H -1.32579 -0.91642 1.41105
C -1.28271 1.46163 0.09518
H 2.44787 0.13389 0.05771
H 0.73179 1.54080 0.82865
N -2.14800 0.55433 -0.41980
N 0.30641 -0.20751 -0.07750
C -0.01047 0.95806 0.38984
N -1.95702 -0.74147 -0.47449
*
```